DFT (wB97M-V/def2-TZVPD) results for an isolated molecule of C19H22N6 in a non-equilibrium geometry.

Summary:
- total charge = 0
- molar mass (g mol⁻¹) = 334.427
- SMILES = CCCCNc1ncc(-c2ccccn2)c(Nc2ccc(N)cc2)n1
- ΔE to the lowest compared entry with this formula, charge and spin (kcal per mole) = 30.9

CARTESIAN COORDINATES (ANGSTROEM)
C (-1.1354, -6.7493, 2.2619)
C (-0.9712, -5.8309, 1.0618)
C (-0.2688, -4.4879, 1.4336)
C (-0.0924, -3.6571, 0.2050)
N (0.1896, -2.2628, 0.5738)
C (0.5676, -1.3023, -0.2795)
N (0.8931, -1.5851, -1.5050)
C (1.1968, -0.5684, -2.2686)
C (1.2668, 0.7328, -1.8052)
C (1.6579, 1.8498, -2.7167)
C (2.2700, 1.6296, -3.9436)
C (2.6049, 2.6888, -4.7680)
C (2.3555, 3.9519, -4.3433)
C (1.7814, 4.1331, -3.1142)
N (1.4136, 3.1309, -2.3304)
C (0.8549, 0.8758, -0.5037)
N (0.8757, 2.0898, 0.1041)
C (-0.1461, 2.5120, 0.9617)
C (-1.0740, 3.5128, 0.5927)
C (-2.0692, 3.9299, 1.4890)
C (-2.1654, 3.3762, 2.7560)
N (-3.1811, 3.8307, 3.5725)
C (-1.2309, 2.4267, 3.1701)
C (-0.2238, 2.0061, 2.2804)
N (0.5009, -0.1312, 0.2562)
H (-0.1179, -6.9312, 2.6795)
H (-1.7641, -6.2571, 3.0099)
H (-1.5546, -7.7380, 2.0046)
H (-0.3696, -6.3519, 0.3139)
H (-1.9408, -5.6057, 0.6551)
H (-0.8605, -3.9575, 2.1829)
H (0.7188, -4.6570, 1.8574)
H (-1.0000, -3.6817, -0.4287)
H (0.7542, -4.0738, -0.3727)
H (-0.3233, -1.8827, 1.3482)
H (1.3614, -0.8290, -3.3244)
H (2.5468, 0.6263, -4.2876)
H (3.0344, 2.5090, -5.7537)
H (2.5404, 4.7985, -4.9623)
H (1.5564, 5.1590, -2.8240)
H (1.1000, 2.8194, -0.5718)
H (-1.0295, 3.9328, -0.3925)
H (-2.7568, 4.6964, 1.2128)
H (-3.2795, 3.4704, 4.5237)
H (-3.7125, 4.6764, 3.2747)
H (-1.2516, 1.9310, 4.1231)
H (0.4777, 1.2446, 2.5908)

---

DFT (wB97M-V/def2-TZVPD) results for an isolated molecule of H2N2O4S in a non-equilibrium geometry.

Summary:
- total charge = 0
- molar mass (g mol⁻¹) = 126.093
- ΔE to the lowest compared entry with this formula, charge and spin (kcal per mole) = 125.2

CARTESIAN COORDINATES (ANGSTROEM)
N (2.5911, -0.6818, 0.2997)
N (1.4305, -0.6096, -0.2956)
O (3.1161, 0.3370, 0.7149)
O (-2.2467, -0.2891, -0.1849)
O (-0.2127, 1.2435, 0.6245)
O (-0.9584, -0.7266, -0.6653)
S (0.3557, 0.4647, -0.6816)
H (-2.8585, -0.9676, -0.4603)
H (-1.2173, 1.2295, 0.6485)